Entry 1:
Formula: C44H46N3O3P2S3Ta
Source: the Open Molecules 2025 dataset
Level of theory: ωB97M-V with the def2-TZVPD basis set

Structure (ORCA input):
```
! RIJCOSX wB97M-V def2-TZVPD def2/J DEFGRID3
* xyz 2 1
Ta 0.49549 0.22131 0.21895
C 0.82093 -5.81789 0.24160
S 0.26844 -4.58472 1.46242
C 0.89319 -3.08181 0.83277
S 0.15172 -1.80531 1.65368
N 1.71333 -2.92483 -0.13261
N 1.95197 -1.62374 -0.38940
C 2.86833 -1.36483 -1.23911
C 3.18307 -0.00810 -1.56783
C 4.29577 0.28512 -2.33083
C 4.64134 1.59604 -2.59008
C 3.86577 2.57562 -1.93885
C 2.76144 2.21744 -1.21257
N 2.38907 0.94256 -1.00644
H 0.17239 -6.65084 0.49054
H 0.75068 -5.44646 -0.78782
H 1.85049 -6.08460 0.46237
H 3.47494 -2.10885 -1.74111
H 4.89137 -0.53918 -2.70631
H 5.48197 1.84984 -3.21019
H 4.07957 3.63130 -1.98257
H 2.16627 2.98519 -0.77682
C -5.58769 2.97160 -0.45159
C -4.88620 2.35863 -1.48612
C -3.86065 1.45552 -1.20579
C -3.56055 1.07188 0.11291
C -4.30166 1.66053 1.12847
C -5.28494 2.58741 0.85397
P -2.26711 -0.21954 0.46539
C -2.73786 -0.93653 2.07817
C -2.64370 -0.13630 3.20577
C -3.01866 -0.57482 4.48332
C -3.48251 -1.86522 4.62236
C -3.61657 -2.69953 3.47950
C -3.20903 -2.24502 2.24065
C -2.61893 -1.46019 -0.74072
C -3.87283 -2.04261 -0.89418
C -4.08490 -2.89794 -1.97568
C -3.15734 -3.01543 -2.94702
C -1.90087 -2.36434 -2.89055
C -1.05008 -2.33763 -4.02145
C 0.12491 -1.66089 -3.94130
C 0.48353 -1.01633 -2.75642
C -0.28854 -0.98570 -1.61805
C -1.57601 -1.65496 -1.70151
H -6.41837 3.63382 -0.63788
H -5.11792 2.59730 -2.54081
H -3.38500 0.95392 -2.03892
H -4.13919 1.35714 2.15933
H -5.82817 3.00245 1.69048
H -2.35961 0.91231 3.10538
H -2.89306 0.03166 5.36172
H -3.77536 -2.28583 5.57318
H -4.06807 -3.68178 3.59710
H -3.28093 -2.91035 1.40241
H -4.68042 -1.81420 -0.23842
H -5.00530 -3.44398 -2.07137
H -3.39043 -3.62879 -3.79340
H -1.34014 -2.86200 -4.91115
H 0.77713 -1.61711 -4.81492
H 1.42779 -0.51513 -2.78618
C -0.02952 3.21151 2.91210
C 0.19729 2.18739 1.91231
O 0.85199 2.32893 0.84353
O -0.31756 1.03227 2.11062
H 0.76707 3.96366 2.87192
H -0.13926 2.74748 3.89237
H -0.98737 3.70891 2.67679
O -0.68713 1.51795 -0.98231
S -0.23743 2.66111 -1.88063
C -1.02588 2.44919 -3.47711
C -1.40258 3.86982 -3.86600
C -2.09599 4.51428 -2.67152
C -1.26834 4.11558 -1.43132
H -1.86014 1.76212 -3.34535
H -0.31379 1.95050 -4.12808
H -2.00137 3.87537 -4.76650
H -0.49358 4.46179 -4.06270
H -3.10329 4.15272 -2.51303
H -2.12853 5.61627 -2.74021
H -1.80248 3.76798 -0.55351
H -0.55638 4.87770 -1.15241
C 3.62187 1.72758 2.28816
P 2.77872 0.11914 2.06020
C 2.29902 -0.32186 3.74777
C 4.11666 -1.05639 1.69013
C 3.97069 -2.39834 2.01256
C 4.98185 -3.32547 1.75360
C 6.18107 -2.88014 1.26929
C 6.36079 -1.53516 0.98698
C 5.32307 -0.64740 1.16293
H 4.09048 2.13525 1.41869
H 4.39252 1.60886 3.02180
H 2.90346 2.44616 2.63337
H 3.14030 -0.28868 4.45048
H 1.87931 -1.30499 3.77453
H 1.51771 0.37516 4.03123
H 3.04911 -2.76921 2.43681
H 4.84515 -4.38183 2.01849
H 7.04869 -3.52865 1.12390
H 7.32150 -1.13690 0.67480
H 5.52000 0.40507 0.94886
*
```

Results
ΔE to the lowest compared entry with this formula, charge and spin, eV: 0.0000
LUMO energy, Ha: -0.2260
DFT total energy, hartree: -4028.1778

***

Entry 2:
Formula: C5H37N2O11S
Source: the Open Molecules 2025 dataset
Level of theory: ωB97M-V with the def2-TZVPD basis set

Structure (ORCA input):
```
! RIJCOSX wB97M-V def2-TZVPD def2/J DEFGRID3
* xyz 1 1
C -1.04754 -1.56228 -1.10802
N -1.45967 -0.90754 0.14908
C -2.98264 -0.66944 0.27127
C -3.12188 0.60017 1.08415
S -4.37973 1.82743 0.74340
C -3.60967 -1.90372 0.77950
C 0.10419 -0.83151 -1.69157
N 1.21345 -0.47790 -0.73326
H -0.83164 -2.64529 -1.06160
H -1.88983 -1.59003 -1.82287
H -1.16920 -1.57445 0.85303
H -3.08411 -0.46969 -0.80835
H -3.39591 0.27591 2.09736
H -2.19711 1.13785 1.32482
H -5.58415 1.19027 0.50726
H -4.72559 -1.88153 0.68563
H -3.26337 -2.22168 1.76934
H -3.53767 -2.64292 -0.04709
H -0.30036 0.14051 -2.07339
H 0.50150 -1.12023 -2.67341
H 1.95226 -1.18256 -0.53315
H 0.75565 -0.24930 0.18923
H 1.55583 0.40911 -1.09642
H 0.22502 0.04084 2.67618
H 0.45159 -1.43256 2.48643
O 0.76261 -0.55259 2.11930
H -2.45729 2.74486 -3.59237
H -1.95383 1.44152 -3.03133
O -2.71705 2.03370 -2.97844
H 2.98090 -2.96957 2.31134
H 2.42985 -3.49336 3.66483
O 2.66958 -3.76653 2.76583
H 3.93187 -1.26882 -1.73916
H 4.40288 -0.11900 -2.62378
O 3.64693 -0.40320 -2.08682
H 0.37364 2.16748 -4.37020
H 0.45819 2.44562 -2.82638
O -0.05866 2.01294 -3.53390
H 0.33908 2.97241 -1.18925
H 1.51450 3.88298 -1.63265
O 1.31263 2.98765 -1.35092
H -1.42326 4.18220 -0.36185
H -2.04899 3.21291 -1.40983
O -1.25290 3.71761 -1.18566
H -1.10803 -3.08712 2.22055
H -0.28641 -3.42890 3.40349
O -0.57213 -2.65541 2.89119
H 1.90401 3.05352 0.82678
H 3.30882 3.43327 1.13664
O 2.55330 2.97387 1.54563
H 3.31812 0.36379 2.94722
H 3.35645 1.02977 1.59502
O 3.80090 0.33244 2.11855
H 3.42557 -1.22131 1.32933
H 3.99892 -2.41290 0.45434
O 3.21042 -1.86925 0.61494
*
```

Results
ΔE to the lowest compared entry with this formula, charge and spin, eV: 2.4647
LUMO energy, Ha: -0.0901
DFT total energy, hartree: -1547.8015

***

Entry 3:
Formula: F3HNP
Source: the Open Molecules 2025 dataset
Level of theory: ωB97M-V with the def2-TZVPD basis set

Structure (ORCA input):
```
! RIJCOSX wB97M-V def2-TZVPD def2/J DEFGRID3
* xyz 0 1
N 0.01457 0.43031 0.47381
F 1.11611 -0.07640 2.29317
F -1.25938 -1.27494 -0.73430
F 0.58371 -0.55023 -1.94314
P -0.40780 0.13294 -1.00930
H -0.04721 1.33833 0.91977
*
```

Results
ΔE to the lowest compared entry with this formula, charge and spin, eV: 5.9267
LUMO energy (alpha / beta), Ha: -0.1580 / -0.1579
DFT total energy, hartree: -696.1883

***

Among the records above, which one has the highest ΔE to the lowest compared entry with this formula, charge and spin? F3HNP